# 1
150
Properties=species:S:1:pos:R:3 method="wB97M-V/def2-TZVPD" homo_ev=-9.0 total_energy_ev=-75694.442 max_force_ha_per_bohr=0.0725 orbital_gap_ev=9.102 relative_energy_kj_mol=229.8
C -7.362 5.563 -30.002
O -8.129 5.459 -28.842
H -7.775 6.042 -30.890
H -6.481 6.147 -29.736
H -6.932 4.586 -30.223
H -8.282 6.298 -28.402
C -13.031 16.292 -31.724
O -13.185 15.787 -30.377
H -12.132 15.727 -31.969
H -13.883 16.106 -32.379
H -12.777 17.351 -31.781
H -12.407 15.975 -29.846
C -2.473 13.702 -34.528
O -2.744 12.386 -34.080
H -2.404 13.849 -35.606
H -3.222 14.463 -34.306
H -1.491 14.072 -34.236
H -3.593 12.415 -33.634
C -8.076 8.432 -26.663
O -8.481 8.011 -27.971
H -8.149 9.490 -26.413
H -8.893 8.052 -26.050
H -7.123 7.951 -26.440
H -9.373 8.320 -28.147
C -5.179 9.306 -29.959
O -4.774 9.476 -31.290
H -4.811 8.480 -29.350
H -4.999 10.199 -29.359
H -6.260 9.182 -30.015
H -3.834 9.673 -31.288
C -11.682 15.245 -35.689
O -10.805 15.429 -34.579
H -11.709 14.175 -35.893
H -12.670 15.566 -35.360
H -11.468 15.766 -36.623
H -10.863 16.366 -34.379
C -10.297 11.833 -35.728
O -9.914 10.575 -35.305
H -10.448 11.930 -36.803
H -11.297 12.065 -35.360
H -9.759 12.705 -35.356
H -9.019 10.405 -35.609
C -11.606 9.157 -27.278
O -11.081 8.454 -28.305
H -11.821 10.120 -27.742
H -12.502 8.669 -26.895
H -10.917 9.409 -26.472
H -11.812 8.043 -28.773
C -9.163 9.933 -22.194
O -8.839 9.817 -23.568
H -8.856 10.934 -21.892
H -10.239 9.852 -22.044
H -8.621 9.186 -21.613
H -9.381 10.497 -23.974
C -6.308 13.305 -35.485
O -6.014 12.032 -35.003
H -6.886 13.121 -36.391
H -6.877 13.931 -34.799
H -5.453 13.882 -35.837
H -6.519 11.376 -35.489
C -8.824 11.433 -29.049
C -9.050 11.671 -30.586
O -7.827 11.899 -31.186
H -8.400 12.314 -28.569
H -8.088 10.646 -28.882
H -9.691 11.064 -28.501
H -9.709 12.523 -30.750
H -9.435 10.778 -31.079
H -7.482 12.752 -30.911
C -10.011 13.910 -23.661
C -10.003 13.201 -25.031
O -10.669 11.955 -24.968
H -10.870 14.576 -23.576
H -9.073 14.455 -23.556
H -9.935 13.281 -22.774
H -8.993 13.048 -25.411
H -10.538 13.905 -25.669
H -11.564 12.115 -25.274
C -12.916 12.985 -27.934
C -13.945 12.511 -26.816
O -13.372 11.504 -26.129
H -13.342 13.800 -28.519
H -12.484 12.189 -28.541
H -12.028 13.341 -27.411
H -14.822 12.099 -27.313
H -14.289 13.322 -26.174
H -13.795 11.240 -25.309
C -5.131 15.860 -26.894
C -4.916 14.474 -27.535
O -3.949 14.729 -28.520
H -4.279 16.284 -26.361
H -5.845 15.772 -26.075
H -5.466 16.559 -27.660
H -5.815 14.161 -28.064
H -4.708 13.691 -26.806
H -3.562 13.887 -28.772
C -9.059 15.774 -29.849
C -9.656 16.922 -29.076
O -11.037 16.784 -28.818
H -8.662 14.969 -29.233
H -8.184 16.223 -30.320
H -9.816 15.325 -30.492
H -9.567 17.906 -29.537
H -9.118 16.955 -28.129
H -11.288 17.465 -28.189
C -10.761 5.789 -32.701
C -9.685 6.781 -33.110
O -10.008 8.084 -32.659
H -10.781 5.711 -31.614
H -10.566 4.909 -33.314
H -11.744 6.165 -32.984
H -9.516 6.712 -34.184
H -8.759 6.384 -32.695
H -9.189 8.580 -32.589
C -4.298 16.029 -31.787
C -5.769 15.933 -31.184
O -6.137 14.591 -31.047
H -3.880 16.970 -31.431
H -4.242 15.810 -32.854
H -3.702 15.290 -31.251
H -6.418 16.450 -31.890
H -5.758 16.455 -30.227
H -5.506 14.278 -30.394
C -3.638 10.276 -26.375
C -3.354 9.672 -25.012
O -4.070 10.407 -24.103
H -3.388 11.334 -26.450
H -4.650 10.220 -26.776
H -3.112 9.656 -27.102
H -2.303 9.719 -24.725
H -3.653 8.628 -24.922
H -3.688 11.286 -24.051
C -13.639 10.610 -31.763
C -12.349 9.955 -32.186
O -12.671 8.801 -32.919
H -14.069 9.906 -31.050
H -14.245 10.942 -32.605
H -13.380 11.484 -31.166
H -11.629 9.688 -31.414
H -11.785 10.582 -32.877
H -11.847 8.311 -32.976
O -7.453 8.945 -32.545
H -7.576 9.882 -32.694
H -6.691 8.892 -31.967
O -3.096 12.477 -30.212
H -3.720 12.403 -30.934
H -2.348 11.947 -30.487
O -4.976 12.432 -32.318
H -5.541 11.952 -32.923
H -5.514 13.162 -32.014


# 2
18
Properties=species:S:1:pos:R:3 method="wB97M-V/def2-TZVPD" homo_ev=-8.8 total_energy_ev=-11949.687 max_force_ha_per_bohr=0.0142 orbital_gap_ev=9.404 relative_energy_kj_mol=350.4
C 0.614 2.286 -0.223
C 1.586 0.064 0.516
C -1.442 -1.407 -0.304
C -1.408 -1.168 1.129
C 0.373 0.826 0.064
N -0.274 -2.150 -0.722
C -0.858 0.315 -0.059
O -2.552 -1.418 -0.874
O -1.598 -1.001 2.255
H 0.025 -1.799 -1.627
H -0.565 -3.116 -0.850
H -1.724 0.913 -0.323
H -0.295 2.807 -0.521
H 1.356 2.396 -1.021
H 1.027 2.782 0.661
H 1.942 0.482 1.464
H 1.394 -0.998 0.640
H 2.401 0.187 -0.204


# 3
8
Properties=species:S:1:pos:R:3 method="wB97M-V/def2-TZVPD" homo_ev="-3.3 / -3.3" total_energy_ev=-9735.325 max_force_ha_per_bohr=0.0850 orbital_gap_ev="5.058 / 5.107" relative_energy_kj_mol=610.5 charge=-1
C 2.633 -0.377 -0.018
C 1.968 1.050 0.498
N -1.069 -0.452 -0.937
O 2.489 -1.374 0.660
O 2.988 -0.131 -1.139
O 2.526 2.048 0.810
H 0.930 1.045 0.355
H -0.791 -0.686 -1.867


# 4
8
Properties=species:S:1:pos:R:3 method="wB97M-V/def2-TZVPD" homo_ev="-8.0 / -11.5" total_energy_ev=-8824.655 max_force_ha_per_bohr=0.1402 spin_multiplicity=3 orbital_gap_ev="8.908 / 8.861" relative_energy_kj_mol=111.6
C 0.466 -0.019 -0.051
N -1.299 1.307 -0.853
N -0.721 0.696 -0.039
O 0.874 -0.281 1.204
F 2.191 0.186 -0.519
H 0.121 -0.817 -0.755
H -2.347 1.435 -0.587
H 1.828 -0.085 1.379


# 5
26
Properties=species:S:1:pos:R:3 method="wB97M-V/def2-TZVPD" homo_ev=-12.3 smiles="CC(C)=[NH+]Cc1ccccc1O" total_energy_ev=-14126.679 max_force_ha_per_bohr=0.0661 orbital_gap_ev=8.547 relative_energy_kj_mol=193.3 charge=+1
C 3.911 -0.629 0.261
C 3.832 0.727 0.436
C 2.705 -1.315 0.026
C 2.625 1.384 0.055
C 1.465 -0.724 -0.098
C 1.435 0.719 -0.100
C 0.165 -1.515 -0.209
C -1.839 -0.119 0.208
C -2.184 -0.023 -1.253
C -2.722 0.682 1.061
N -0.881 -0.904 0.615
O 0.253 1.379 -0.375
H 4.727 -1.304 0.351
H 4.681 1.462 0.561
H 2.927 -2.407 -0.041
H 2.509 2.502 0.006
H -0.047 -1.531 -1.318
H 0.202 -2.417 0.311
H -2.785 0.904 -1.611
H -2.663 -1.025 -1.673
H -1.387 0.096 -2.002
H -2.639 0.278 2.018
H -3.687 0.840 0.783
H -2.419 1.663 0.891
H -0.736 -0.952 1.631
H 0.364 2.211 -0.892


# 6
9
Properties=species:S:1:pos:R:3 method="wB97M-V/def2-TZVPD" homo_ev=-10.3 smiles="O=C1C=CC=N1" total_energy_ev=-7731.221 max_force_ha_per_bohr=0.1262 orbital_gap_ev=8.908 relative_energy_kj_mol=146.9
C 0.783 0.982 0.047
C 0.738 -0.437 -0.463
C -0.392 -0.961 0.002
C -1.220 0.213 0.368
H 1.706 -1.011 -1.102
H -0.540 -2.079 0.169
H -2.350 0.322 0.459
N -0.612 1.346 0.306
O 1.889 1.625 0.214